# 1
A molecular structure, C22H38InO5P in a non-equilibrium geometry. Source: the Open Molecules 2025 dataset; level of theory: the ωB97M-V functional and the def2-TZVPD basis.

Results
- net charge = +2
- lowest unoccupied orbital energy (eV) = -8.17
- gap between HOMO and LUMO (eV) = 7.83

Each line ends with the Mulliken charge.
CARTESIAN COORDINATES (ANGSTROEM)
In 1.36923 -1.51300 -0.45640  0.85
O 1.06288 -5.31218 -2.32215  -0.43
C 1.33785 -4.11139 -1.94340  0.82
O 0.51379 -3.31035 -1.48943  -0.57
C 2.77350 -3.67413 -2.14847  -0.46
O 3.15541 -2.80003 -1.07833  -0.50
C 3.46835 -3.56322 0.15445  -0.39
C 2.17534 -3.82563 0.93508  0.55
O 1.79662 -4.91900 1.22841  -0.50
O 1.52880 -2.68332 1.19178  -0.51
H 0.12485 -5.53692 -2.17583  0.42
H 3.46302 -4.51002 -2.23628  0.37
H 2.80529 -3.09143 -3.07203  0.34
H 3.96703 -4.48708 -0.12500  0.36
H 4.13938 -2.92933 0.72950  0.32
C 2.26241 3.82481 0.27423  -0.73
C 2.14270 3.12280 -1.08785  -0.96
C 1.56431 1.70425 -0.94911  -0.96
C 0.54466 1.65998 0.19328  0.83
C 1.26059 1.89328 1.54470  -0.83
C 2.49295 2.79923 1.37692  -0.99
P -0.43389 0.12370 0.18899  -0.71
C -1.30475 -0.25407 1.73993  0.94
C -2.21957 0.98176 2.03187  -0.96
C -2.63673 0.99291 3.51137  -0.85
C -2.83537 -0.42956 4.01402  -0.66
C -1.48163 -1.15165 4.07116  -0.88
C -0.50290 -0.67542 2.97753  -0.78
C -1.65877 0.08681 -1.17468  0.63
C -1.11138 -0.49705 -2.49302  -0.74
C -2.03604 -0.11072 -3.64509  -1.09
C -1.94005 1.39561 -3.91637  -0.91
C -1.73943 2.19926 -2.61853  -0.11
C -2.33230 1.47235 -1.41549  -1.36
H 1.35257 4.39109 0.49205  0.33
H 3.07466 4.54876 0.24631  0.47
H 3.12107 3.05300 -1.56479  0.47
H 1.50670 3.70014 -1.76105  0.27
H 2.38333 0.99992 -0.69772  0.30
H 1.13709 1.38589 -1.90156  0.01
H -0.19630 2.44510 0.00790  1.02
H 1.57036 0.93779 1.98084  0.12
H 0.56016 2.34828 2.24631  0.32
H 3.37684 2.20147 1.13833  0.31
H 2.69974 3.28712 2.32825  0.51
H -1.94063 -1.09712 1.44408  0.67
H -3.10870 0.91226 1.40252  0.32
H -1.71699 1.92228 1.79323  0.33
H -3.54716 1.58498 3.60110  0.49
H -1.87248 1.49100 4.11284  0.33
H -3.53257 -0.95525 3.35435  0.33
H -3.29316 -0.42612 5.00171  0.42
H -1.62183 -2.23022 3.99218  0.31
H -1.01528 -0.96537 5.03894  0.42
H 0.17898 -1.48616 2.72579  0.16
H 0.09313 0.16084 3.33920  0.37
H -2.41929 -0.60152 -0.79245  0.62
H -1.02560 -1.58223 -2.40359  0.49
H -0.11178 -0.09202 -2.70657  0.28
H -3.05828 -0.39426 -3.38169  0.37
H -1.78074 -0.67605 -4.54068  0.45
H -2.84050 1.73077 -4.43008  0.33
H -1.10764 1.59073 -4.59463  0.35
H -2.20916 3.17871 -2.70279  0.63
H -0.67569 2.39264 -2.45210  -0.40
H -3.38848 1.27288 -1.60732  0.67
H -2.30852 2.09944 -0.52471  0.39


# 2
5 unconnected molecules or ions with the total composition C22H38N4O8 in a non-equilibrium geometry. Source: the Open Molecules 2025 dataset; level of theory: the ωB97M-V functional and the def2-TZVPD basis.

Results
- net charge = 0
- lowest unoccupied orbital energy (eV) = -4.01
- gap between HOMO and LUMO (eV) = 3.87
- ΔE to the lowest compared entry with this formula, charge and spin (eV) = 0.000

Each line ends with the Mulliken charge.
CARTESIAN COORDINATES (ANGSTROEM)
C -3.76899 2.27232 -1.76883  -1.51
C -2.66899 1.68832 -0.86083  1.26
C -2.83099 2.14632 0.52017  -0.31
C -3.96399 1.51532 1.36317  -1.28
C -3.80899 0.04432 1.39717  -1.54
C -3.77599 -0.66668 -0.04983  1.25
N -2.87399 0.14532 -0.91883  1.26
O -2.57799 -0.46468 -2.08483  -0.37
C -5.12799 -0.75368 -0.66683  -1.65
C -3.12199 -2.16368 0.25017  -2.16
C -1.38799 2.06432 -1.49583  -1.59
H -4.05599 1.86432 -2.73283  0.38
H -3.64499 3.42132 -1.83483  0.35
H -4.80699 2.16632 -1.25183  0.31
H -2.85499 3.29132 0.67717  0.46
H -1.74899 1.90232 0.98617  -0.05
H -4.98899 1.66132 1.04917  0.40
H -4.08599 1.85232 2.28717  0.61
H -4.48699 -0.44568 1.98317  0.77
H -3.00599 -0.33568 1.86517  0.55
H -5.94799 -1.18568 0.07617  0.32
H -5.34099 -1.20868 -1.53583  0.57
H -5.64899 0.20632 -0.89883  0.28
H -3.12499 -2.54368 -0.73483  0.58
H -4.01399 -2.77968 0.78217  0.31
H -2.18099 -2.35168 0.55617  0.66
H -1.16599 3.07432 -1.33983  0.51
H -1.37499 2.05332 -2.61383  0.46
H -0.64799 1.22732 -1.23383  -0.06
C 0.77601 0.72932 0.98717  0.56
O -0.05699 -0.14768 1.04217  -0.40
O 2.09301 0.44332 0.90917  -0.40
O 0.53101 1.98632 1.37117  -0.79
H 2.35101 -0.49268 0.79817  0.21
C 2.02401 -0.46668 -3.73983  -0.83
C 2.04901 -1.59568 -4.74483  -0.34
C 1.37901 -2.92468 -4.35983  -0.59
C 0.88301 -3.09068 -2.97383  -0.03
C 0.75301 -1.87968 -2.00583  -0.48
C 1.49501 -0.61668 -2.45983  -0.66
N 0.51701 -4.42268 -2.47883  1.07
O -0.57399 -4.40368 -1.73183  -0.53
O 0.86201 -5.46568 -2.96283  -0.58
H 2.52901 0.32932 -4.07583  0.57
H 2.50401 -1.55668 -5.78883  0.31
H 1.42601 -3.74368 -5.11583  0.37
H 0.43101 -2.04968 -1.12583  1.38
H 1.39001 0.16432 -1.81383  0.36
C 3.01601 -2.90868 0.43617  -0.20
O 3.28501 -3.41368 -0.71683  -0.64
N 2.18901 -3.33168 1.32717  0.27
C 2.05101 -2.63468 2.66417  -1.17
C 1.09701 -4.16968 1.05617  -1.03
H 3.74301 -2.27968 0.89017  0.60
H 1.06201 -2.24068 2.91517  0.25
H 2.75001 -1.92068 2.74717  0.60
H 2.28701 -3.41868 3.47817  0.33
H 1.52201 -4.69768 0.43517  0.67
H 0.24601 -3.68268 0.86317  0.14
H 0.79801 -4.98968 1.90517  0.22
C 4.36801 5.50832 3.31417  0.07
O 3.45501 5.83132 4.12117  -0.65
N 4.24201 4.44532 2.57317  0.14
C 5.52201 3.98932 1.97217  -0.92
C 3.05401 3.70832 2.49617  -0.54
H 5.36801 5.90532 3.28717  0.31
H 6.30601 4.70232 1.66017  0.29
H 5.30201 3.35832 1.13917  0.31
H 5.93901 3.43832 2.87317  0.37
H 2.44001 4.08232 1.66417  0.32
H 2.40401 3.62232 3.49617  0.31
H 3.22601 2.60332 1.90117  -0.05


# 3
A molecular structure, C22H38P2Ti in a non-equilibrium geometry. Source: the Open Molecules 2025 dataset; level of theory: the ωB97M-V functional and the def2-TZVPD basis.

Results
- net charge = 0
- lowest unoccupied orbital energy (spin up / spin down) (eV) = -0.53 / -0.55
- gap between HOMO and LUMO (spin up / spin down) (eV) = 4.50 / 4.50
- expectation value of S² = 2.01
- ΔE to the lowest compared entry with this formula, charge and spin (eV) = 2.579
- multiplicity = 3

Each line ends with the Mulliken charge.
CARTESIAN COORDINATES (ANGSTROEM)
P -0.97193 -2.19700 -0.26482  1.76
P 0.33120 1.26528 -2.09750  1.11
C -1.35133 -0.83182 -1.46648  -0.56
C -0.03705 -0.46936 -2.15393  -0.81
H -1.73471 -0.00199 -0.87521  0.18
H -2.12404 -1.06842 -2.18836  0.54
H 0.84501 -0.98224 -1.77419  0.16
H -0.12965 -0.74511 -3.20444  0.52
C -1.30824 1.66073 -3.07791  -1.96
H -1.30817 2.68120 -3.47059  0.43
H -2.15754 1.54556 -2.40672  0.48
H -1.43846 0.97760 -3.92755  0.46
C 1.16713 1.52328 -3.72206  -1.77
H 0.62631 0.98231 -4.49993  0.54
H 2.20691 1.19636 -3.79408  0.37
H 1.13621 2.58653 -3.96739  0.35
C -2.11808 -3.55076 0.06891  -1.60
H -1.64272 -4.45674 -0.31049  0.45
H -3.05864 -3.31387 -0.41442  0.41
H -2.26664 -3.69313 1.13468  0.39
C 0.40579 -3.17540 -0.96633  -1.97
H 1.36131 -2.64019 -0.89199  0.30
H 0.12709 -3.37174 -2.01488  0.45
H 0.45127 -4.09519 -0.37129  0.57
Ti -0.60857 -1.50351 1.75720  -0.19
C 0.67394 3.68331 -1.49328  -1.01
C -0.26442 2.72986 -0.97053  -0.05
C -0.20866 2.06795 0.42018  0.64
C 1.16946 1.60602 0.99921  0.02
C 2.33906 1.44266 0.12096  -1.89
C 2.19074 1.37098 -1.28274  -0.14
C 2.87929 2.72580 -1.64194  -1.06
C 2.02394 3.86224 -1.00152  -0.49
C 1.43883 -2.44597 1.93292  -1.33
H 0.30659 4.29168 -2.32326  0.40
H -1.30202 3.05116 -1.18642  0.98
H -0.93335 1.23056 0.43087  -1.34
H -0.62131 2.80879 1.12027  0.80
H 1.36808 2.29211 1.82764  0.52
H 1.03658 0.60068 1.49714  -0.39
H 3.15195 0.86819 0.56321  0.47
H 2.68820 0.53124 -1.79903  0.85
H 3.03524 2.91143 -2.69430  0.38
H 3.86750 2.79638 -1.20086  0.50
H 2.02942 3.69174 0.08607  0.19
H 2.43002 4.87356 -1.22173  0.45
H 2.01151 -1.77855 2.60009  0.32
H 2.00589 -2.76795 1.04461  0.37
H 1.20947 -3.36851 2.48274  0.34
C -2.51372 -0.14863 1.60390  -1.15
C -2.15167 -0.69911 2.89453  0.01
C -1.02233 -0.09419 3.55064  -0.38
C -0.14036 -0.89251 4.31177  -0.57
C -0.39860 -2.25440 4.46704  -0.40
C -1.52590 -2.84103 3.88760  -0.32
C -2.39796 -2.07738 3.11978  -0.63
H -3.37911 -0.61451 1.14696  0.36
H -2.48773 0.94051 1.53922  0.68
H -0.82672 0.97697 3.35849  0.46
H 0.67386 -0.41569 4.85282  0.41
H 0.25655 -2.84906 5.11148  0.37
H -1.71224 -3.91064 4.02345  0.38
H -3.30250 -2.51808 2.72180  0.66


Electronic energy
In order: -48116.63295 -45753.86502 -65111.37522
Unit: eV